39
Properties=species:S:1:pos:R:3 method="wB97M-V/def2-TZVPD" charge=0 max_force_ev_per_a=10.4 lumo_energy_ev=-1.1 de_lowest_kcal_mol=568.9
O 10.14 -9.23 22.75
H 9.99 -10.02 22.23
H 11.05 -9.30 23.04
O 12.32 -9.77 23.10
H 12.47 -9.38 22.24
H 12.76 -10.62 23.05
O 12.27 -9.11 24.99
H 12.05 -9.34 24.09
H 12.82 -9.83 25.30
O 13.24 -8.21 21.38
H 12.67 -7.81 22.03
H 14.12 -8.17 21.77
O 11.65 -6.23 24.81
H 10.77 -6.52 25.05
H 11.62 -5.27 24.90
O 9.89 -7.11 24.30
H 9.58 -7.77 24.93
H 9.89 -7.57 23.46
O 10.54 -5.46 22.58
H 10.32 -5.78 23.45
H 10.05 -6.02 21.98
O 12.36 -7.42 23.00
H 12.99 -7.73 23.65
H 11.52 -7.40 23.47
O 12.61 -4.97 22.92
H 12.71 -5.92 22.98
H 11.70 -4.84 22.65
O 10.46 -7.55 21.59
H 9.76 -7.64 20.95
H 10.33 -8.27 22.20
O 14.23 -7.40 23.93
H 14.50 -7.48 23.02
H 14.62 -8.16 24.37
O 13.60 -5.84 25.10
H 14.04 -6.53 24.60
H 12.67 -6.03 25.00
O 11.93 -6.29 20.79
H 11.13 -6.78 20.98
H 12.64 -6.87 21.06


39
Properties=species:S:1:pos:R:3 method="wB97M-V/def2-TZVPD" charge=0 max_force_ev_per_a=0.8 lumo_energy_ev=-0.6 de_lowest_kcal_mol=90.8
H -0.51 1.03 0.52
H 1.01 1.14 0.60
H -2.72 -4.33 0.15
H -1.85 -3.12 -0.11
H -3.34 1.17 -1.16
H -1.90 1.18 -0.68
H 1.25 0.75 -3.40
H 0.97 -0.39 -2.44
H 0.03 -2.74 -1.25
H 1.51 -3.05 -1.35
H -0.78 -0.52 1.83
H -0.94 -2.03 1.76
H 1.79 4.44 1.26
H 1.14 4.09 -0.07
H 3.60 -2.91 1.23
H 3.03 -1.99 0.16
H 1.72 2.89 -1.33
H 0.94 2.75 -2.63
H -4.58 3.00 1.63
H -4.06 1.82 2.44
H 2.95 -1.49 2.95
H 1.98 -2.56 3.41
H -4.07 -1.03 -1.52
H -4.21 -0.71 -0.04
H 3.90 1.56 0.58
H 5.15 0.69 0.60
O 0.30 0.73 0.09
O -2.42 -3.75 -0.56
O -2.68 1.74 -0.74
O 0.56 0.14 -3.13
O 0.69 -3.38 -0.97
O -0.78 -1.25 1.21
O 1.59 4.80 0.39
O 3.84 -2.44 0.43
O 0.92 2.50 -1.70
O -4.55 2.65 2.53
O 2.16 -1.97 2.67
O -4.65 -1.17 -0.76
O 4.76 1.45 0.16


39
Properties=species:S:1:pos:R:3 method="wB97M-V/def2-TZVPD" charge=0 max_force_ev_per_a=0.8 lumo_energy_ev=-0.7 de_lowest_kcal_mol=35.6
O -1.67 -2.58 0.58
H -1.56 -2.03 1.37
H -2.62 -2.55 0.40
O 0.46 0.03 -0.29
H 0.27 0.53 -1.10
H -0.38 0.00 0.18
O 3.21 0.66 0.85
H 3.32 -0.27 1.12
H 2.25 0.79 0.84
O 0.34 -2.62 -1.59
H -0.45 -2.44 -2.11
H 0.17 -2.19 -0.75
O -3.03 0.33 -0.24
H -3.84 -0.04 0.13
H -3.08 1.28 -0.05
O 0.93 -1.69 2.84
H 0.45 -0.85 2.74
H 0.66 -2.02 3.70
O -1.21 2.97 0.05
H -1.90 3.43 0.55
H -0.52 2.77 0.70
O 3.37 0.78 -2.30
H 3.35 0.87 -1.33
H 2.46 0.64 -2.56
O -1.27 -0.13 2.15
H -2.02 -0.02 1.55
H -0.90 0.77 2.24
O -2.67 0.67 -3.02
H -1.75 0.97 -2.98
H -2.99 0.75 -2.10
O 0.32 0.36 -3.33
H 0.31 -0.60 -3.46
H 0.24 0.74 -4.21
O 2.85 -2.09 0.73
H 2.17 -2.48 1.31
H 2.35 -1.58 0.07
O 0.61 2.09 2.15
H 0.45 3.00 2.42
H 1.29 1.77 2.76


Listing HOMO-LUMO gap for the structures above in their given order: 0.21393 0.38933 0.34887 hartree.